1.
Entry from OMol25: a structure of composition C21H15O5PdS (the ωB97M-V functional and the def2-TZVPD basis).

Its spin multiplicity is 1. As for the energy: -46575.501 eV. The charge is -1. The calculation puts the orbital gap (alpha / beta) at 6.7 / 6.7 eV.

CARTESIAN COORDINATES (ANGSTROEM)
Pd  0.1309  0.2225  0.2787
O  -0.2967  -1.6885  -1.1716
C  -1.0148  -2.8265  -0.6845
C  -1.4582  -2.4323  0.8110
O  -2.0483  -3.2738  1.4719
O  -1.1911  -1.2635  1.1619
C  -0.1075  -4.0465  -0.6770
C  -0.3476  -5.1160  0.1796
C  0.5158  -6.1941  0.2253
C  1.6033  -6.2607  -0.6270
C  1.8334  -5.2163  -1.5030
C  0.9988  -4.1126  -1.5199
C  -2.2466  -3.0663  -1.5532
C  -2.1054  -3.0937  -2.9396
C  -3.2108  -3.1861  -3.7659
C  -4.4818  -3.2772  -3.2268
C  -4.6289  -3.3022  -1.8524
C  -3.5246  -3.2069  -1.0240
H  -0.2612  -1.7120  -2.1339
H  -1.1924  -5.0738  0.8465
H  0.3358  -6.9897  0.9327
H  2.2699  -7.1117  -0.6014
H  2.6739  -5.2568  -2.1804
H  1.2360  -3.2986  -2.1903
H  -1.1239  -3.0518  -3.3958
H  -3.0789  -3.1843  -4.8383
H  -5.3473  -3.3264  -3.8718
H  -5.6127  -3.3888  -1.4153
H  -3.6596  -3.2360  0.0441
O  0.8310  3.9374  2.4082
C  0.8985  3.1383  1.4790
O  0.4320  1.9608  1.5455
C  1.6207  3.6107  0.2118
C  2.1911  4.8782  0.3301
C  2.9056  5.4724  -0.6875
C  3.0737  4.7856  -1.8816
C  2.5204  3.5349  -2.0270
C  1.7936  2.9191  -0.9968
S  1.2654  1.2991  -1.4267
H  2.0431  5.3819  1.2747
H  3.3308  6.4571  -0.5582
H  3.6365  5.2190  -2.6960
H  2.6459  2.9779  -2.9445


2.
Entry from OMol25: a structure of composition C21H16Cl3N3O8Ti (the ωB97M-V functional and the def2-TZVPD basis).

Its spin multiplicity is 1. As for the energy: -103574.228 eV. The charge is 0. The calculation puts the orbital gap (alpha / beta) at 5.0 / 5.2 eV. The calculation puts the relative energy (zero: lowest compared OMol25 entry of this formula, charge and spin) at 0.1645 eV.

CARTESIAN COORDINATES (ANGSTROEM)
Ti  -0.2318  -0.0581  0.0969
O  -3.8665  -2.1378  -0.1765
C  -2.8930  -1.2015  -0.1468
O  -1.6979  -1.5409  0.1566
C  -3.1623  0.1457  -0.4385
C  -4.3460  0.7661  -0.8882
C  -4.3056  2.1051  -1.1786
C  -3.1056  2.8441  -1.0145
C  -2.0081  2.1894  -0.5427
N  -2.0224  0.8753  -0.2647
C  -0.6352  2.7791  -0.2909
O  -0.3932  3.9421  -0.5093
O  0.1918  1.8748  0.1806
H  -3.5069  -2.9436  0.2161
H  -5.2460  0.1793  -1.0074
H  -5.1947  2.6041  -1.5402
H  -3.0382  3.8972  -1.2445
Cl  5.2061  0.0601  -4.8148
C  3.7368  -0.0264  -3.8948
C  2.5088  0.1393  -4.5579
C  1.3355  0.0710  -3.8612
Cl  -0.1779  0.2560  -4.6801
C  1.3005  -0.1462  -2.4539
O  0.1710  -0.1976  -1.8416
C  2.5600  -0.3121  -1.8166
C  2.6552  -0.5694  -0.4222
O  1.7198  -0.5974  0.4061
C  3.7631  -0.2556  -2.5530
H  2.4915  0.3194  -5.6238
H  3.6628  -0.7640  -0.0414
H  4.7047  -0.3913  -2.0362
Cl  -3.4750  0.0886  4.9184
C  -1.8646  -0.0450  4.3048
C  -0.7906  -0.2171  5.1605
C  0.4730  -0.3193  4.6071
C  0.6149  -0.2502  3.2320
N  -0.4281  -0.0843  2.4170
C  -1.6492  0.0171  2.9409
H  -0.9473  -0.2685  6.2291
H  1.3418  -0.4556  5.2347
H  1.5818  -0.3349  2.7552
H  -2.4793  0.1576  2.2589
N  -1.4559  -3.9964  -1.9992
C  -1.0345  -4.4863  -0.6929
C  0.1915  -3.7333  -0.1956
O  0.5614  -3.7524  0.9447
O  0.8037  -3.0194  -1.1478
H  -1.9266  -4.7019  -2.5465
H  0.2483  -3.1147  -1.9528
H  -2.0646  -3.1910  -1.9186
H  -0.7266  -5.5295  -0.7835
H  -1.7884  -4.4432  0.0966


3.
Entry from OMol25: the molecule C21H16ClFN8O (the ωB97M-V functional and the def2-TZVPD basis).

The SMILES is O=c1c2c(Cl)ccn2nc([C@@H]2C[C@H](F)CN2c2ncnc3[nH]cnc23)n1-c1ccccc1. Its spin multiplicity is 1. As for the energy: -51242.302 eV. The charge is 0. The calculation puts the orbital gap at 8.8 eV. The calculation puts the relative energy (zero: lowest compared OMol25 entry of this formula, charge and spin) at 2.4443 eV.

CARTESIAN COORDINATES (ANGSTROEM)
O  1.8043  -1.1760  2.7731
C  1.5307  -0.1803  2.1504
C  2.0845  1.0527  2.6748
C  3.2935  1.5244  3.1364
Cl  4.8235  0.7501  3.5446
C  3.1472  2.9909  3.2297
C  1.9045  3.3161  2.8255
N  1.2429  2.1471  2.4045
N  0.1942  2.0709  1.5453
C  -0.2451  0.9760  1.0313
C  -1.3477  1.1440  0.0621
C  -2.7678  1.2772  0.6918
C  -3.6537  1.1480  -0.4639
F  -4.8767  0.7752  -0.1040
C  -2.9836  0.0941  -1.3938
N  -1.5393  0.2195  -0.9879
C  -0.5578  -0.3052  -1.8647
N  -0.8493  -1.2188  -2.7759
C  0.0383  -1.6495  -3.6930
N  1.2592  -1.1341  -3.7295
C  1.5001  -0.1467  -2.8936
N  2.6494  0.6395  -2.7514
C  2.3059  1.6903  -1.9490
N  1.1548  1.5204  -1.3909
C  0.6735  0.3117  -1.9561
N  0.5112  -0.2103  1.2528
C  0.1327  -1.4968  0.8537
C  -1.1370  -1.9250  1.3000
C  -1.6343  -3.2471  0.9914
C  -0.8902  -3.9190  0.0950
C  0.4113  -3.6042  -0.3314
C  0.9306  -2.4051  0.0697
H  3.8133  3.5882  3.7878
H  1.5250  4.3738  2.5632
H  -1.2040  2.0758  -0.3986
H  -2.9693  2.2923  1.0589
H  -3.0936  0.5556  1.4399
H  -3.6726  2.0150  -1.0783
H  -3.2864  0.2428  -2.4229
H  -3.3293  -0.9052  -1.1087
H  -0.2889  -2.5403  -4.3245
H  3.3247  0.6940  -3.5388
H  2.9493  2.6343  -1.7317
H  -1.8417  -1.2077  1.8359
H  -2.6208  -3.6346  1.1830
H  -1.3229  -4.8394  -0.3424
H  0.9531  -4.2285  -1.0491
H  1.9546  -2.1461  -0.2207


4.
Entry from OMol25: the molecule C21H16F3NO2S2 (the ωB97M-V functional and the def2-TZVPD basis).

The SMILES is Cc1ccccc1Cc1cccc2c1Nc1cccc(S(=O)(=O)C(F)(F)F)c1S2. Its spin multiplicity is 1. As for the energy: -57444.659 eV. The charge is 0. The calculation puts the orbital gap at 8.1 eV. The calculation puts the relative energy (zero: lowest compared OMol25 entry of this formula, charge and spin) at 0.0000 eV.

CARTESIAN COORDINATES (ANGSTROEM)
C  -0.5836  4.7262  -2.5393
C  -1.3459  3.4286  -2.4252
C  -2.6627  3.3448  -2.8766
C  -3.3715  2.1595  -2.7459
C  -2.7863  1.0426  -2.1643
C  -1.4700  1.1180  -1.7256
C  -0.7439  2.3036  -1.8415
C  0.6787  2.3005  -1.3049
C  0.6914  1.9223  0.1659
C  0.1957  2.8588  1.0720
C  0.1787  2.6101  2.4359
C  0.6414  1.3902  2.9119
C  1.1260  0.4518  2.0145
C  1.1653  0.6948  0.6417
N  1.6751  -0.3085  -0.2080
C  1.1605  -1.5974  -0.0127
C  0.7210  -2.3635  -1.0872
C  0.2183  -3.6390  -0.8858
C  0.1578  -4.1827  0.3844
C  0.6067  -3.4310  1.4731
S  0.4869  -4.2493  3.0366
O  0.5988  -3.3831  4.1683
O  -0.6699  -5.1012  2.9911
C  1.9531  -5.3942  3.0060
F  1.9554  -6.0800  1.8760
F  3.0692  -4.6977  3.0801
F  1.8670  -6.2247  4.0112
C  1.1104  -2.1418  1.2753
S  1.7238  -1.1188  2.5948
H  -1.1343  5.4534  -3.1253
H  0.3994  4.5815  -2.9741
H  -0.4463  5.1288  -1.5366
H  -3.1316  4.2123  -3.3147
H  -4.3900  2.0942  -3.0991
H  -3.3220  0.1136  -2.0462
H  -1.0064  0.2484  -1.2820
H  1.2530  1.6112  -1.9188
H  1.1546  3.2683  -1.3967
H  -0.1916  3.7936  0.6957
H  -0.1943  3.3357  3.1402
H  0.6415  1.1506  3.9626
H  1.6503  -0.0397  -1.1768
H  0.7614  -1.9971  -2.1035
H  -0.1432  -4.2311  -1.7102
H  -0.2476  -5.1629  0.5635


Taking the records one at a time from the top gives F_max values of 2.588, 2.120, 4.538, 1.579 eV Å⁻¹.